Here is a molecular structure, C26H51Cl5N4O3P2SiTi from the Open Molecules 2025 dataset. Energies are from ωB97M-V/def2-TZVPD.

Summary:
LUMO ... 0.003 Eh
E ... -5588.898101 Ha
M ... 782.9 g/mol
Frontier orbital gap ... 7.30 eV

The geometry in ORCA input format:
```
! wB97M-V def2-TZVPD RIJCOSX def2/J DEFGRID3
* xyz 0 1
Ti -0.22043 -0.38297 -0.50729
C 0.40837 5.07407 -2.84263
N 0.11884 3.65879 -2.99202
C -1.08822 3.32689 -3.75285
P 0.91866 2.46784 -2.22195
O 0.10580 1.25653 -2.01498
O 1.29732 3.09971 -0.74989
P 1.03481 2.42439 0.69046
O 1.01138 0.92896 0.65181
N 2.28928 2.91159 1.63959
C 3.53444 2.14696 1.58100
C 2.49028 4.33994 1.85296
N -0.28585 3.18658 1.24859
C -0.76104 2.77183 2.57272
C -1.18209 3.99339 0.42833
N 2.36280 2.23520 -2.95294
C 2.95806 3.18473 -3.88042
C 3.32368 1.34797 -2.30362
H 0.60385 5.53122 -3.81611
H 1.28067 5.22017 -2.20771
H -0.44312 5.58854 -2.38887
H -1.00803 3.72212 -4.76756
H -1.97475 3.75327 -3.27565
H -1.21369 2.24747 -3.80183
H 3.31711 1.09394 1.41901
H 4.06341 2.25185 2.52904
H 4.18989 2.50870 0.78088
H 1.53504 4.85903 1.83074
H 3.14905 4.76901 1.08997
H 2.94815 4.49487 2.83088
H 0.05271 2.28814 3.11247
H -1.60198 2.08472 2.50280
H -1.06886 3.65730 3.13301
H -0.60592 4.56892 -0.29219
H -1.70739 4.69010 1.08215
H -1.92388 3.39079 -0.10000
H 2.18935 3.79593 -4.34465
H 3.48015 2.63457 -4.66468
H 3.68020 3.83870 -3.37901
H 2.82517 0.70553 -1.57958
H 4.10386 1.92706 -1.79785
H 3.78937 0.70042 -3.04698
Cl -3.87614 1.84296 1.28343
C -3.37613 1.06256 -0.21086
C -2.20205 0.33624 -0.27384
C -1.96144 -0.36452 -1.44173
Cl 1.17087 -1.45784 -1.90734
C -2.70506 -0.19786 -2.58991
Cl -2.22909 -0.97675 -4.06655
C -3.82040 0.62730 -2.55286
Cl -4.73930 0.92979 -3.98009
C -4.18018 1.23459 -1.33641
Cl -5.58957 2.23117 -1.27908
C 1.46984 -4.80563 1.89747
C 1.38429 -3.78861 0.74697
C 1.51307 -4.57878 -0.56373
C 2.63443 -2.89604 0.83400
Si -0.27249 -2.69870 0.80382
C -1.79466 -3.74925 0.12136
C -1.88800 -5.17211 0.69589
C -3.12339 -3.05305 0.44436
C -1.69287 -3.85639 -1.40746
C -0.62407 -2.11061 2.67736
C -1.22999 -3.19168 3.58472
C -1.60096 -0.92766 2.67826
C 0.65898 -1.58580 3.33519
H 2.33159 -5.46327 1.72944
H 0.58803 -5.43661 1.96541
H 1.62053 -4.32147 2.85986
H 2.49583 -5.06563 -0.58390
H 1.44374 -3.93566 -1.43947
H 0.76632 -5.36503 -0.64563
H 3.52986 -3.52684 0.76861
H 2.69261 -2.34543 1.77004
H 2.67067 -2.18292 0.01166
H -1.90734 -5.18125 1.78470
H -1.07060 -5.80673 0.36135
H -2.81875 -5.63754 0.34885
H -3.33763 -3.05762 1.51282
H -3.93895 -3.59165 -0.05283
H -3.14627 -2.02183 0.09061
H -0.82729 -4.43800 -1.71995
H -1.61724 -2.87445 -1.87502
H -2.59003 -4.35014 -1.79993
H -2.19988 -3.52363 3.21772
H -1.38800 -2.77761 4.58940
H -0.58847 -4.06229 3.68603
H -2.56770 -1.17387 2.24118
H -1.19810 -0.07847 2.12422
H -1.76971 -0.60338 3.71390
H 1.37730 -2.37760 3.53137
H 0.40799 -1.12977 4.30170
H 1.13937 -0.81939 2.71971
*
```